Computed, not measured: C50H47CaN10O2P2S as an isolated structure, with wB97M-V/def2-TZVPD.

Geometry as ORCA input:
```
! wB97M-V def2-TZVPD RIJCOSX def2/J DEFGRID3
* xyz 1 1
C 0.391 -1.470 3.953
C 3.469 -4.694 -1.401
C -3.531 4.501 -2.363
H 1.983 1.918 -6.141
H 4.140 1.771 -4.941
H 5.433 -5.468 -1.787
C -3.751 0.659 -0.259
C 2.812 0.319 0.010
C 2.689 -3.553 -1.256
C 2.025 3.256 -1.722
H 5.096 -1.207 -1.767
N -1.615 2.352 0.864
H 6.032 -3.719 4.046
C -2.870 -1.812 -3.786
C -0.028 3.670 -2.187
N -2.695 -2.629 2.256
H -7.227 2.460 0.444
C -5.368 -0.527 3.605
C -2.982 -0.793 -2.851
H -0.143 6.335 2.681
C -2.614 -1.010 -1.519
C -5.113 2.539 0.669
N 0.723 4.690 -2.681
H -3.327 0.185 -3.150
C 4.824 -4.578 -1.672
O 1.007 -0.515 1.837
H -6.289 -0.933 4.017
C 1.356 4.841 2.286
H 4.639 -1.623 0.603
C -2.387 -3.064 -3.416
C 4.629 -2.181 -1.666
H -1.859 5.748 -1.991
H 6.460 -3.228 -2.037
H -1.859 -2.439 -0.119
H 4.288 0.567 -2.808
C 1.554 3.561 1.808
H 3.015 -0.721 4.465
C -3.256 -1.501 2.765
H -4.321 5.232 -2.324
H -7.127 0.229 -0.714
C -5.023 0.102 -0.647
N -4.527 -1.643 3.185
H 3.015 -5.673 -1.309
C 0.989 0.066 -3.487
O 0.764 -1.261 -0.890
C -6.275 1.976 0.261
S -2.439 -0.033 2.821
N -2.833 2.718 0.924
H -4.860 0.053 4.369
H 2.308 1.281 -0.261
C 2.043 1.377 -5.205
C 3.672 -1.089 2.443
C 0.758 -1.636 2.630
H 0.837 -5.004 2.450
H 4.472 -2.422 5.467
H -4.992 -2.510 2.975
C 5.431 -2.736 2.236
N -2.207 4.835 -2.232
H -5.599 0.133 2.771
C 0.355 -3.867 4.210
H -1.693 -2.623 2.141
H -4.406 2.507 -2.618
C -0.682 3.273 1.378
C 0.911 0.765 -4.685
C 4.581 -1.797 1.664
P 2.542 0.225 1.868
N -2.615 0.050 -0.564
H -0.036 0.826 -5.207
H -3.159 -1.628 -4.814
C 5.405 -3.319 -1.812
C 0.057 5.338 2.305
H -0.099 -2.470 5.780
C 3.671 -1.304 3.827
H -5.018 -0.856 -1.148
N 0.569 2.784 1.351
C 3.258 1.294 -4.531
C -3.831 1.933 0.454
C -3.541 3.147 -2.507
C -1.484 3.682 -2.297
H 2.880 2.741 -1.318
H 0.250 -0.470 4.344
Ca -0.443 0.528 0.035
C 3.271 -2.296 -1.366
C 2.204 -0.008 -2.805
H 2.840 5.087 -2.697
H -5.100 3.490 1.187
C -2.133 -2.268 -1.157
C 2.038 4.431 -2.401
H -3.116 -3.525 2.442
N -2.256 2.647 -2.478
H 2.193 5.426 2.644
H 1.623 -3.632 -1.074
H 1.195 -2.978 1.036
H 0.203 -4.741 4.834
C 0.710 -4.016 2.874
H 6.129 -3.277 1.609
H 0.106 -0.420 -3.084
C 0.192 -2.592 4.744
H 3.882 0.508 -0.140
C 3.339 0.606 -3.332
H -2.301 -3.856 -4.150
N 0.734 2.776 -1.591
C 4.499 -2.256 4.398
H -1.649 -4.259 -1.795
C -0.979 4.551 1.847
C 0.914 -2.894 2.078
H 2.550 3.129 1.794
H -2.007 4.884 1.850
C 5.378 -2.980 3.600
C -2.020 -3.286 -2.097
P 2.181 -0.876 -1.229
C -6.210 0.717 -0.401
H 0.381 5.446 -3.251
*
```

## Properties
LUMO level = -2.26 eV
HOMO = -0.322 hartree
ΔE to the lowest compared entry with this formula, charge and spin = 66.08 kcal/mol
Calculated total energy = -119461.675 eV

Here are the Löwdin charges for atoms 1 to 5, given in e:
1 C -0.07
2 C -0.05
3 C -0.07
4 H 0.11
5 H 0.11

---

Computed, not measured: a 8-piece molecular cluster, C48H120N8O16 overall, with wB97M-V/def2-TZVPD.

Geometry as ORCA input:
```
! wB97M-V def2-TZVPD RIJCOSX def2/J DEFGRID3
* xyz 0 1
H 2.102 -2.024 6.528
H -8.296 -0.391 -5.435
H 1.042 -0.264 4.278
H 3.315 7.073 4.211
H -3.895 -1.570 -5.487
C 9.974 -3.861 -4.444
C -1.500 -1.802 -1.580
H -1.257 -0.415 -7.104
O -3.668 -4.210 -6.225
O -2.974 -1.350 3.048
H -1.735 -1.126 4.697
H -0.143 2.947 0.542
H 5.571 7.207 5.082
H 0.431 -2.963 0.095
H 12.529 -1.077 -2.779
O -6.711 1.599 -0.758
H -7.796 -0.748 4.370
O -0.771 1.014 0.957
H 2.462 0.105 5.408
H 3.832 -1.951 -1.844
H 3.677 2.319 2.628
N 2.945 5.046 4.489
C -4.319 5.129 1.068
H -6.944 -1.567 -5.939
H 5.636 -3.301 -0.110
H -8.356 1.442 0.507
H -4.462 4.737 0.038
H 2.337 3.474 2.350
H -4.529 -0.181 4.141
O -1.575 1.985 -4.966
H 6.166 -4.861 -0.334
H -2.543 -0.552 0.572
H 4.363 5.881 3.271
H -5.454 -0.174 -4.753
N -4.304 0.451 -2.402
C -0.550 1.326 2.329
C 3.466 3.672 4.205
H 10.405 -4.733 -4.897
H 3.232 0.766 -2.826
H -6.319 -1.881 4.127
H -2.923 -3.185 -0.890
O -0.967 -2.937 -2.266
N -4.099 2.433 4.350
H -1.653 -2.876 0.263
H -3.230 5.155 1.260
H -5.166 2.806 -0.026
H 9.466 -3.248 -5.176
C -5.407 0.474 3.989
O -4.975 4.397 2.020
H 11.883 -2.869 -4.878
H 0.880 -0.831 6.728
H 0.814 -2.018 -2.906
H -0.851 2.821 -1.814
H -4.376 1.534 2.567
H -3.958 -4.646 -4.259
C 2.327 0.111 -2.815
C -2.394 -1.859 4.198
O 2.415 -0.544 -1.583
H -3.888 -6.040 -5.305
H -4.830 -2.487 0.523
C -3.455 -5.106 -5.132
C -3.715 -2.367 2.356
H 5.203 4.500 0.160
C 3.898 6.150 4.240
H -0.888 0.474 2.898
H -2.790 3.479 3.080
C 4.282 3.998 0.571
C 2.857 -0.921 2.668
H -5.321 2.131 -2.794
C 1.737 -1.396 1.782
H -6.432 0.773 -3.681
H -2.161 -0.479 -4.283
N 0.512 1.184 -1.572
H -0.705 -1.148 -1.192
H -2.410 -5.241 -4.941
H -4.744 -1.464 -2.917
H 11.088 -0.371 -2.142
H -4.702 6.173 1.064
H 6.200 6.164 7.601
H 2.685 -2.425 3.972
H -3.845 2.374 -1.917
H 6.978 4.666 7.178
C 5.686 -4.079 -0.807
C 1.866 -0.678 4.879
H 6.019 -5.374 -2.933
O 0.268 -2.407 5.608
C 6.905 -4.781 -2.646
N -1.908 -1.004 -5.116
C -1.032 3.329 -4.856
H -5.843 0.753 4.981
O 10.731 -1.889 -3.490
C -4.475 4.699 3.388
H -4.510 2.566 5.229
H -2.763 -2.643 -7.220
C 3.696 -1.039 -1.240
H 2.617 5.022 5.425
H 11.475 -1.996 -1.584
H 7.343 6.176 6.323
H -4.768 1.090 -0.031
C -7.732 -1.333 -5.209
H -3.190 -2.558 -4.284
H -5.295 4.622 4.069
H -2.900 4.074 4.734
C -5.307 1.884 -0.559
C 1.013 0.888 -2.924
H -7.561 -1.563 2.864
H 0.742 0.469 -0.920
H -1.883 2.699 0.393
H -0.199 -3.234 1.773
H 2.886 2.949 4.666
H -1.187 2.116 2.625
O 6.512 -3.663 -1.910
H -0.782 3.776 -5.848
H 0.903 -4.460 0.983
H 0.020 0.695 -5.327
H -1.694 1.295 -1.571
O 1.812 -2.803 1.724
H 3.495 4.445 -0.064
H 9.151 -3.639 -2.543
H -3.130 -2.182 4.939
H 2.767 0.192 2.785
C -2.312 -2.371 -0.438
H -0.955 -2.943 7.242
H 0.757 -1.158 2.172
H 0.467 -3.680 -3.448
C 0.051 -2.707 -3.246
H 4.514 3.548 4.492
H -3.104 -3.237 2.147
H -3.598 0.112 -1.786
H 0.267 0.259 -3.496
H -2.071 -1.258 -2.306
C 0.689 -3.385 1.099
C -2.951 -2.049 -5.212
C 3.371 3.379 2.723
C 11.484 -1.301 -2.448
C -7.234 1.482 0.527
H 11.664 -3.718 -3.262
H 4.458 2.918 0.424
H -7.039 2.378 1.122
C 11.188 -3.074 -4.019
H -6.765 0.606 1.027
H 7.566 -5.392 -1.951
C -0.927 2.193 0.189
H 1.839 -0.958 0.748
C -2.777 -3.124 -6.242
H 2.510 -0.614 -3.640
H 0.550 -3.877 7.030
C -1.828 -0.047 -6.212
C -6.127 -0.268 -3.882
C 7.731 -4.393 -3.798
H -6.002 -0.705 -1.814
C 4.857 6.407 5.376
H 7.765 -5.182 -4.492
O -7.150 -1.247 -3.966
C -0.208 -3.338 6.524
C -5.277 -0.553 -2.658
O 5.589 5.302 5.809
H -4.633 -2.783 2.816
H 1.166 1.800 -3.486
C -6.995 -1.205 3.679
H 4.485 -0.308 -1.429
H -0.766 -4.085 5.949
H 4.691 -4.424 -1.063
H -1.798 3.980 -4.373
H 7.385 -3.464 -4.231
C 6.547 5.592 6.765
H 3.817 -1.210 2.281
H -8.425 -2.187 -5.160
H 0.501 1.593 2.508
H -0.607 1.677 -6.679
N 9.150 -4.246 -3.380
C -0.766 1.835 -1.325
H -1.769 -3.505 -6.203
C -3.475 3.674 3.878
H -5.852 2.360 3.077
O -6.385 -0.063 3.152
C 1.304 -1.491 5.997
H -0.173 3.301 -4.244
O 4.183 4.237 1.966
C -4.152 -1.755 1.061
N 2.781 -1.422 4.014
C -0.870 1.113 -5.776
C -5.011 1.759 3.432
H -0.393 -2.293 -4.149
H -4.808 -0.926 1.272
H 4.282 6.774 6.216
H 3.703 -1.153 -0.174
C -4.707 1.791 -1.936
H -2.744 0.370 -6.591
H -4.194 5.759 3.428
H -1.843 -2.751 3.927
N -3.092 -1.271 0.104
*
```

## Properties
SMILES = COCCNCCOC.COCCNCCOC.COCCNCCOC.COCCNCCOC.COCCNCCOC.COCCNCCOC.COCCNCCOC.COCCNCCOC
LUMO level = 0.59 eV
HOMO = -0.294 hartree
ΔE to the lowest compared entry with this formula, charge and spin = 96.15 kcal/mol
Calculated total energy = -96388.569 eV

Here are the Löwdin charges for atoms 1 to 5, given in e:
1 H 0.13
2 H 0.10
3 H 0.10
4 H 0.11
5 H 0.10

---

Computed, not measured: one molecule with the formula C5H7F, with wB97M-V/def2-TZVPD.

Geometry as ORCA input:
```
! wB97M-V def2-TZVPD RIJCOSX def2/J DEFGRID3
* xyz 0 1
H 0.195 0.620 -2.037
C 0.350 -0.204 -0.060
C -1.572 -0.328 1.314
H -0.957 -0.761 1.927
H 0.114 -1.108 -2.280
H 2.558 0.747 0.599
H -2.572 -0.039 1.806
H 1.011 0.788 1.707
F -1.639 0.810 -0.836
C -1.013 -0.052 0.181
C 1.323 0.316 0.749
H 1.641 -0.443 -1.518
C 0.562 -0.346 -1.552
*
```

## Properties
SMILES = C=C(C)C(=C)F
LUMO level = 0.65 eV
HOMO = -0.345 hartree
ΔE to the lowest compared entry with this formula, charge and spin = 73.69 kcal/mol
Calculated total energy = -8012.015 eV

Here are the Löwdin charges for atoms 1 to 5, given in e:
1 H 0.10
2 C -0.36
3 C 0.09
4 H 0.01
5 H 0.11

---

Computed, not measured: a 4-piece molecular cluster, C21H49NO7 overall, with wB97M-V/def2-TZVPD.

Geometry as ORCA input:
```
! wB97M-V def2-TZVPD RIJCOSX def2/J DEFGRID3
* xyz 0 1
H 2.418 -5.644 -0.042
H -1.192 -0.877 0.527
H -2.922 -0.786 4.482
C 4.080 -4.550 -4.147
H 3.576 -3.905 1.168
H -3.750 6.009 6.467
H 1.602 -3.204 -3.275
O -2.002 5.891 7.538
H 4.419 -1.018 -1.044
O -2.598 2.889 7.007
H -0.985 7.644 8.239
H 6.755 -2.001 -0.420
H -1.230 -2.402 1.391
H 6.375 -2.850 1.002
O -6.600 -9.207 2.375
C -0.998 -1.101 3.844
H -3.552 3.805 5.435
H -6.060 -8.504 4.593
C -5.188 -9.052 4.237
C 3.702 -3.840 -2.767
H 2.389 -2.194 -2.131
H 6.803 -3.738 -0.463
C -1.330 2.678 7.586
C -2.325 -1.680 4.304
C -6.981 -8.805 1.126
H 2.004 -3.948 -0.412
H -4.775 -8.178 2.387
H 3.643 -5.856 -2.166
H 6.390 -2.814 -3.065
H 1.979 -5.209 -2.264
H -2.216 -2.058 5.321
H -3.774 -10.362 6.492
C -2.774 4.074 6.149
O -2.782 -2.819 3.555
C 4.787 -2.979 -0.531
C -1.956 7.279 7.906
H -4.770 -2.745 4.382
H -1.030 1.633 7.665
C 4.044 -4.149 0.214
H -6.867 -7.728 1.001
H -1.960 4.321 5.467
O 5.623 -2.304 -2.796
H -3.603 -3.883 5.092
H -6.440 -9.334 0.341
C -1.551 -1.361 1.435
H -4.277 -4.214 3.479
H -0.556 -0.326 4.470
H -0.253 -1.895 3.789
H -4.317 -8.498 4.589
C -5.209 -9.108 2.755
H -8.014 -9.149 1.152
H -2.395 7.901 7.126
N 4.854 -3.267 -2.039
H -3.800 4.994 7.905
C 4.149 -1.685 -0.225
H 3.060 -1.676 -0.190
H -4.602 -9.982 2.517
H 3.942 -3.960 -5.053
H -0.522 3.014 6.936
H -2.637 -1.304 1.349
H 5.139 -4.806 -4.192
C -3.952 -3.431 4.163
H -5.072 -11.350 6.560
C 2.579 -2.793 -3.022
O -5.127 -10.346 4.814
C 3.007 -4.993 -1.971
H 4.735 -4.982 0.346
O -1.057 -0.525 2.526
C -3.198 5.260 7.036
C -4.828 -10.345 6.215
H -1.258 3.210 8.534
H 3.665 -5.550 -4.275
C 2.765 -4.722 -0.507
H 4.409 -1.392 0.793
H 2.792 -2.118 -3.850
H -5.393 -9.546 6.696
H -2.573 7.421 8.793
C 6.231 -2.894 -0.078
*
```

## Properties
SMILES = CC1(C)CCCC(C)(C)N1O.COCCOC.COCCOC.COCCOC
LUMO level = 0.58 eV
HOMO = -0.303 hartree
ΔE to the lowest compared entry with this formula, charge and spin = 68.16 kcal/mol
Calculated total energy = -38386.394 eV

Here are the Löwdin charges for atoms 1 to 5, given in e:
1 H 0.11
2 H 0.08
3 H 0.13
4 C -0.03
5 H 0.11

---

Computed, not measured: C27H29N8PbSe as an isolated structure, with wB97M-V/def2-TZVPD.

Geometry as ORCA input:
```
! wB97M-V def2-TZVPD RIJCOSX def2/J DEFGRID3
* xyz 3 1
C 2.172 -2.754 1.448
C 0.000 -2.271 0.503
H 2.895 -1.060 -4.658
H 5.279 2.097 4.448
C 1.295 -1.844 0.931
N 1.784 1.709 1.597
H 1.595 -0.810 0.786
C 1.286 1.215 -4.635
N -2.861 2.345 1.507
C -1.721 -2.836 -1.774
C 1.766 -4.089 1.629
H -1.999 3.679 2.814
C 1.789 0.364 -3.476
N -4.024 0.770 0.126
C -4.153 3.850 2.847
H -4.707 -0.345 -2.078
H 2.856 1.979 -2.457
C 2.458 0.192 4.843
Se 2.934 2.865 0.823
N -2.918 0.291 -0.165
H 2.034 1.221 -5.426
H 1.119 2.258 -4.353
H -4.153 4.626 3.600
C -2.710 -3.061 -2.691
C 2.338 1.347 2.752
N -0.812 -1.357 -0.051
H 3.831 1.083 -3.609
N 0.152 1.459 -1.997
C 3.048 0.979 -2.860
C 3.735 0.786 5.123
C 0.471 -4.510 1.303
H 2.033 -0.480 5.578
C -1.785 -1.692 -0.915
H 0.160 -5.524 1.518
H -6.145 1.934 0.902
H 1.047 -0.293 -1.656
C 4.320 1.638 4.253
H 0.802 -0.008 3.522
C 2.071 -1.057 -3.945
H -4.569 -2.372 -3.521
H 3.173 -2.452 1.727
H 1.193 -1.484 -4.430
C -4.020 1.869 1.006
C -2.900 -0.794 -1.060
H 0.833 2.223 -2.055
H 2.460 -4.798 2.065
H -0.600 1.712 -2.634
H -2.646 -3.909 -3.360
C 1.770 0.447 3.702
H -1.440 -3.911 0.572
H 4.230 0.547 6.054
Pb -0.644 1.283 0.465
C 3.631 1.945 3.037
C -2.935 3.309 2.412
C -3.791 -2.174 -2.794
N 4.093 2.772 2.116
H -0.838 -3.460 -1.763
H -6.281 3.786 2.609
C -3.877 -1.033 -1.992
H 2.358 -1.698 -3.105
H 0.364 0.807 -5.052
H 3.435 0.345 -2.057
C -0.411 -3.624 0.745
C -5.260 2.356 1.358
N 0.711 0.229 -2.457
C -5.326 3.381 2.303
*
```

## Properties
LUMO level (alpha / beta) = -11.99 / -11.99 eV
HOMO (alpha / beta) = -0.597 / -0.597 hartree
ΔE to the lowest compared entry with this formula, charge and spin = 13.18 kcal/mol
Calculated total energy = -110955.690 eV

Here are the Löwdin charges for atoms 1 to 5, given in e:
1 C 0.00
2 C -0.24
3 H 0.10
4 H 0.14
5 C 0.01